[1]
Here is a molecular structure, C6H13Cl2N2O2 from the Open Molecules 2025 dataset. Energies are from ωB97M-V/def2-TZVPD.

Results
- HOMO energy (Eh) = -0.486
- lowest unoccupied orbital energy (eV) = -2.780
- charge = +1
- gap between HOMO and LUMO (eV) = 10.4521

```
25
C6H13Cl2N2O2 ωB97M-V/def2-TZVPD
C 0.3255 -1.3519 -1.3547
C -1.1899 -0.9709 -1.5460
C 0.4090 -0.5295 -0.0777
C -2.6196 0.7239 0.3795
C -1.2578 -0.5601 -0.0492
C 0.9903 0.8768 -0.2559
N 0.9996 -1.0791 1.0799
N 1.4178 1.3991 1.0654
O -2.7926 0.6574 1.6821
O -2.1056 1.8969 -0.1026
Cl -4.1305 0.1900 -0.4821
Cl -1.7279 -1.8814 1.0041
H 0.5317 -2.4230 -1.2277
H 1.1214 -1.0136 -2.1107
H -1.3248 -0.1628 -2.3500
H -1.8870 -1.8770 -1.8275
H 0.1151 1.5458 -0.7679
H 1.9171 1.0079 -0.9753
H 1.3370 -0.2316 1.5966
H 1.6221 -1.7895 1.0287
H 1.0676 2.1684 1.5763
H 2.4101 1.6028 1.2511
H 0.2296 -1.4325 1.6598
H -3.2681 -0.1137 2.0091
H -2.4977 2.7268 0.4372
```

Computed Löwdin charges, given in elementary charges: C -0.11; C -0.16; C -0.46; C -0.92; C -0.56; C -0.15; N 0.19; N 0.00; O -0.02; O -0.04; Cl 0.69; Cl 0.80; H 0.12; H 0.14; H 0.15; H 0.14; H 0.17; H 0.16; H 0.13; H 0.14; H 0.08; H 0.11; H 0.09; H 0.09; H 0.21


[2]
Here is 2 unconnected molecules or ions with the total composition C6H13ClIN from the Open Molecules 2025 dataset. Energies are from ωB97M-V/def2-TZVPD.

Results
- HOMO energy (Eh) = -0.325
- lowest unoccupied orbital energy (eV) = -0.056
- gap between HOMO and LUMO (eV) = 8.7751

```
22
C6H13ClIN ωB97M-V/def2-TZVPD
C 1.9526 2.6720 -0.1042
C -1.6886 0.2455 -0.2589
C -1.2470 -2.8462 1.6204
C 1.7336 1.6041 -1.2123
C -0.2640 0.4813 -0.2231
C 0.3850 1.0603 -1.2595
N -0.1304 -2.3382 0.8706
Cl -0.5874 1.5032 -2.6360
I 1.0030 -3.8670 0.0588
H 1.7260 3.6360 -0.4734
H 1.3848 2.3928 0.8875
H 2.9412 2.8085 0.2073
H -2.0013 -0.2274 -1.1715
H -2.4669 1.1706 -0.2017
H -1.9094 -0.4833 0.5720
H -0.8852 -3.2014 2.6136
H -2.1100 -2.1403 1.6861
H -1.7463 -3.8106 1.2226
H 2.2892 0.8035 -0.7533
H 2.0447 1.9982 -2.2359
H -0.6884 -1.8642 0.1536
H 0.2646 0.4024 0.6374
```

Computed Löwdin charges, given in elementary charges: C -0.09; C -0.17; C -0.34; C -0.27; C -0.24; C -0.67; N -0.58; Cl 0.69; I 0.72; H 0.05; H 0.12; H 0.04; H 0.05; H 0.14; H 0.05; H 0.07; H 0.07; H 0.07; H 0.10; H 0.13; H -0.02; H 0.07


[3]
Here is a gas-phase ion, C6H13ClN3 (charge +1) from the Open Molecules 2025 dataset. Energies are from ωB97M-V/def2-TZVPD.

Results
- HOMO energy (Eh) = -0.523
- lowest unoccupied orbital energy (eV) = -2.739
- charge = +1
- gap between HOMO and LUMO (eV) = 11.5021

```
23
C6H13ClN3 ωB97M-V/def2-TZVPD
C -1.9456 -0.3780 1.7959
C -1.2209 -1.4863 1.0225
Cl -1.6305 -1.4170 -0.7220
C 0.3237 -1.5197 1.2500
N 1.1360 -1.1594 0.0960
C 1.1670 0.0499 -0.4298
N 0.5501 1.1194 0.0804
C 0.2773 2.0890 -1.0079
C 0.9675 1.4251 -2.2183
N 1.8026 0.3907 -1.5704
H -2.7259 -0.7932 2.4252
H -2.4283 0.3276 1.1212
H -1.2650 0.1736 2.4483
H -1.6009 -2.4460 1.3513
H 0.5733 -0.8653 2.0865
H 0.6351 -2.5177 1.5351
H 1.7187 -1.8694 -0.3159
H -0.1590 0.9771 0.7843
H 0.6860 3.0563 -0.7373
H -0.7910 2.1674 -1.1781
H 1.5686 2.0936 -2.8238
H 0.2162 0.9434 -2.8418
H 2.1449 -0.3612 -2.1515
```

Computed Löwdin charges, given in elementary charges: C -0.12; C -0.67; Cl 0.66; C -0.16; N 0.08; C -0.39; N 0.14; C -0.08; C -0.10; N 0.11; H 0.09; H 0.07; H 0.08; H 0.09; H 0.13; H 0.13; H 0.17; H 0.11; H 0.12; H 0.12; H 0.13; H 0.12; H 0.16


[4]
Here is a molecular structure, C6H13F5Sb from the Open Molecules 2025 dataset. Energies are from ωB97M-V/def2-TZVPD.

Results
- HOMO energy (Eh) = -0.130
- lowest unoccupied orbital energy (eV) = 3.258
- charge = -1
- gap between HOMO and LUMO (eV) = 6.8014

```
25
C6H13F5Sb ωB97M-V/def2-TZVPD
C 3.5332 -0.0365 1.2182
Sb 2.1180 0.3625 -0.4382
C 0.7582 -1.2209 0.3155
C -0.5482 -1.4685 -0.5663
C -1.4519 -0.1792 -0.8102
C -2.4897 0.1285 0.3543
F -3.3057 -1.0036 0.5679
F -1.7534 0.4763 1.5096
C -3.3602 1.4394 -0.0019
F -4.5505 1.5291 0.7182
F -2.6200 2.6112 0.2438
F -3.6864 1.5023 -1.3744
H 3.0908 -0.6520 2.0825
H 3.9777 0.9457 1.6178
H 4.4298 -0.5967 0.7629
H 3.0493 -0.7457 -1.4280
H 1.1250 0.6921 -1.8515
H 1.1898 1.5129 0.5567
H 3.1105 1.7611 -0.9158
H 0.4940 -1.0078 1.4108
H 1.3576 -2.2038 0.3173
H -1.2014 -2.2101 0.0237
H -0.2957 -2.0213 -1.5381
H -2.0871 -0.3893 -1.7436
H -0.8835 0.7746 -1.0312
```

Computed Löwdin charges, given in elementary charges: C -0.43; Sb 0.65; C -0.45; C -0.28; C -0.14; C -0.33; F 0.05; F 0.05; C -0.36; F 0.09; F 0.09; F 0.07; H -0.01; H -0.02; H -0.02; H -0.12; H -0.12; H -0.10; H -0.14; H 0.05; H 0.05; H 0.10; H 0.11; H 0.13; H 0.08


[5]
Here is a single C6H13FSi molecule from the Open Molecules 2025 dataset. Energies are from ωB97M-V/def2-TZVPD.

Results
- HOMO energy (Eh) = -0.327
- lowest unoccupied orbital energy (eV) = 0.592
- gap between HOMO and LUMO (eV) = 9.4803

```
21
C6H13FSi ωB97M-V/def2-TZVPD
C 0.1819 1.9778 -1.2135
C 0.5418 0.6861 -1.5615
C -2.6906 0.1849 -0.2790
C 2.7354 -0.3561 1.0168
C -1.9897 -1.0345 0.2412
C 1.2142 -0.6501 1.2342
F 0.7720 -1.9839 -1.0457
Si 0.2198 -0.6701 -0.3119
H 0.5316 2.9104 -1.6886
H -0.3997 2.1539 -0.3402
H 0.8088 0.4674 -2.5665
H -2.4094 1.1027 0.3340
H -2.2984 0.3512 -1.3873
H -3.8518 0.2549 -0.3121
H 3.0720 -0.1082 2.0790
H 3.1184 -1.3334 0.6016
H 2.7628 0.4257 0.3580
H -2.2565 -2.0120 -0.2502
H -2.0555 -1.1403 1.4043
H 0.9196 0.2840 1.7978
H 1.0733 -1.5105 1.8898
```

Computed Löwdin charges, given in elementary charges: C -0.04; C -0.19; C -0.28; C -0.15; C -0.27; C -0.33; F -0.16; Si 0.59; H 0.06; H 0.02; H 0.04; H 0.06; H 0.08; H 0.08; H 0.09; H 0.09; H 0.01; H 0.05; H 0.07; H 0.08; H 0.07


[6]
Here is a molecular structure, C6H13IOSi from the Open Molecules 2025 dataset. Energies are from ωB97M-V/def2-TZVPD.

Results
- HOMO energy (Eh) = -0.332
- lowest unoccupied orbital energy (eV) = -0.156
- gap between HOMO and LUMO (eV) = 8.8896

```
22
C6H13IOSi ωB97M-V/def2-TZVPD
C -0.1021 2.7148 0.2214
C -0.4116 1.5786 0.8631
C -1.5271 -0.6121 1.4105
C -0.1516 -1.9642 -1.5667
C 1.9809 -0.6352 0.5149
C -0.9398 0.3276 0.3596
O 0.9071 0.4583 -2.0638
Si 0.4584 -0.3782 -0.7556
I -2.6402 0.4479 -1.2491
H 0.4160 3.3256 0.8140
H -0.4928 3.3270 -0.6794
H -0.0248 1.4508 1.8372
H -0.6525 -1.1902 1.9157
H -2.0359 -0.0712 2.1844
H -2.2954 -1.2921 1.0693
H 0.5384 -2.8214 -1.3736
H -1.2195 -2.3001 -1.3992
H 0.0571 -1.8213 -2.6365
H 1.6173 -0.9629 1.5211
H 2.7242 -1.2487 0.2116
H 2.5486 0.3668 0.5665
H 1.2454 1.3001 -1.7654
```

Computed Löwdin charges, given in elementary charges: C 0.00; C -0.27; C -0.18; C -0.20; C -0.13; C -0.76; O -0.14; Si 0.34; I 0.74; H 0.00; H 0.11; H 0.11; H 0.11; H 0.07; H 0.04; H 0.04; H 0.02; H 0.03; H 0.03; H -0.04; H 0.06; H 0.05


[7]
Here is a molecular structure, C6H13MgO3 from the Open Molecules 2025 dataset. Energies are from ωB97M-V/def2-TZVPD.

Results
- HOMO energy (alpha / beta) (Eh) = -0.583 / -0.583
- lowest unoccupied orbital energy (alpha / beta) (eV) = -9.522 / -11.459
- charge = +2
- gap between HOMO and LUMO (alpha / beta) (eV) = 6.3332 / 4.3968
- <S²> = 0.7564
- multiplicity = 2

```
23
C6H13MgO3 ωB97M-V/def2-TZVPD
C 3.5045 3.4614 -0.5103
C 2.3902 3.1604 0.2507
C 1.4476 2.1175 -0.1057
C 1.2712 1.0733 1.1702
O 0.1678 0.3033 1.0298
Mg -1.7586 0.1891 0.6455
H 3.8982 2.7342 -1.2236
H 2.1896 3.7550 1.1468
H 3.9313 4.4661 -0.5051
H 1.7584 1.5142 -0.9643
H 0.4441 2.5550 -0.2279
H 1.1795 1.7195 2.0537
H 2.1430 0.4074 1.1339
O -1.1053 -1.5346 0.1336
C -1.6156 -2.8218 -0.1113
C -3.0222 -2.7553 -0.6856
O -3.4608 -4.0799 -0.8966
H 0.2493 -1.0465 0.5351
H -1.6285 -3.4007 0.8265
H -0.9507 -3.3394 -0.8225
H -3.0048 -2.1813 -1.6281
H -3.6822 -2.2234 0.0226
H -4.3462 -4.0735 -1.2674
```

Computed Löwdin charges, given in elementary charges: C 0.27; C -0.01; C -0.09; C -0.23; O -0.31; Mg 1.32; H 0.12; H 0.15; H 0.13; H 0.14; H 0.14; H 0.14; H 0.15; O -0.36; C -0.26; C -0.27; O -0.02; H 0.34; H 0.14; H 0.14; H 0.13; H 0.12; H 0.11


[8]
Here is a single C6H13N molecule from the Open Molecules 2025 dataset. Energies are from ωB97M-V/def2-TZVPD.

Results
- HOMO energy (Eh) = -0.318
- lowest unoccupied orbital energy (eV) = 1.244
- gap between HOMO and LUMO (eV) = 9.9055

```
20
C6H13N ωB97M-V/def2-TZVPD
C -1.8152 0.5665 0.8485
N -0.6796 -0.2802 0.4561
C -0.9260 -1.0235 -0.7626
C 0.4056 -1.6961 -0.9789
C 1.4135 -0.5148 -0.6481
C 0.4735 0.6526 -0.0478
C 1.0891 1.3771 1.0640
H -2.1415 1.0585 -0.0931
H -1.4864 1.2959 1.6371
H -2.6365 -0.0659 1.1930
H -1.7460 -1.7193 -0.5663
H -0.8879 -0.2941 -1.5668
H 0.3897 -2.0225 -2.0235
H 0.6963 -2.5423 -0.3403
H 2.0873 -0.9907 0.0677
H 1.8269 -0.0550 -1.5514
H -0.0793 1.2841 -0.7502
H 1.4645 1.0398 2.0297
H 0.4836 2.2335 1.3596
H 2.0686 1.6963 0.6733
```

Computed Löwdin charges, given in elementary charges: C -0.10; N -0.21; C -0.25; C -0.18; C -0.10; C -0.33; C -0.10; H 0.08; H 0.09; H 0.08; H 0.13; H 0.11; H 0.10; H 0.10; H 0.11; H 0.10; H 0.13; H 0.09; H 0.07; H 0.09


[9]
Here is a single C6H13N molecule from the Open Molecules 2025 dataset. Energies are from ωB97M-V/def2-TZVPD.

Results
- HOMO energy (Eh) = -0.323
- lowest unoccupied orbital energy (eV) = 1.104
- gap between HOMO and LUMO (eV) = 9.8854

```
20
C6H13N ωB97M-V/def2-TZVPD
C -0.0971 -2.0930 1.0326
C 0.3499 -0.6799 0.7060
N 0.5893 -0.4050 -0.6997
C 1.8255 0.2497 -1.0803
C -0.4415 0.3708 -0.0174
C -0.2011 1.8552 0.2448
C -1.8694 0.1327 -0.4648
H 0.7838 -2.7447 1.1026
H -0.6360 -2.1650 1.9841
H -0.7301 -2.4997 0.2386
H 1.0821 -0.2788 1.4148
H 1.7639 0.5424 -2.1333
H 2.0529 1.1466 -0.4904
H 2.6602 -0.4474 -0.9623
H -0.9418 2.2450 0.9492
H 0.7849 2.1125 0.6410
H -0.3239 2.4061 -0.6985
H -2.0328 -0.8886 -0.8147
H -2.1163 0.8162 -1.2869
H -2.5626 0.3424 0.3589
```

Computed Löwdin charges, given in elementary charges: C -0.05; C -0.28; N -0.07; C -0.10; C -0.49; C -0.04; C -0.03; H 0.07; H 0.07; H 0.07; H 0.14; H 0.08; H 0.06; H 0.08; H 0.08; H 0.07; H 0.09; H 0.07; H 0.08; H 0.08


[10]
Here is a single C6H13N molecule from the Open Molecules 2025 dataset. Energies are from ωB97M-V/def2-TZVPD.

Results
- HOMO energy (Eh) = -0.263
- lowest unoccupied orbital energy (eV) = 0.947
- gap between HOMO and LUMO (eV) = 8.1152

```
20
C6H13N ωB97M-V/def2-TZVPD
C -0.4002 1.9281 -1.6415
C 0.5247 1.3355 -0.5880
N 1.7757 -1.3018 -0.0790
C 0.3503 -1.1655 0.2081
C -0.0746 0.1593 0.1733
C -0.9231 0.5697 1.3591
C -0.5199 -2.3894 0.2301
H -1.3683 1.4421 -1.5383
H 0.1255 1.8135 -2.5959
H -0.3351 3.0494 -1.5822
H 1.5699 1.1387 -0.8370
H 0.7434 2.1140 0.2309
H 2.2241 -0.5891 0.5039
H 2.1098 -2.2070 0.2453
H -1.9838 0.7614 1.1421
H -1.0500 -0.2888 2.0069
H -0.5795 1.4008 2.0658
H -0.7100 -2.5843 -0.8268
H -0.0150 -3.1237 0.8509
H -1.4635 -2.0629 0.6724
```

Computed Löwdin charges, given in elementary charges: C -0.10; C -0.26; N 0.06; C -0.33; C -0.29; C -0.10; C -0.03; H 0.07; H 0.07; H 0.08; H 0.09; H 0.11; H 0.08; H 0.07; H 0.06; H 0.05; H 0.10; H 0.09; H 0.07; H 0.08


| no. | maximum force (eV/A) |
| --- | --- |
| 1 | 4.0 |
| 2 | 4.6 |
| 3 | 0.9 |
| 4 | 3.0 |
| 5 | 4.7 |
| 6 | 4.5 |
| 7 | 3.3 |
| 8 | 5.7 |
| 9 | 0.3 |
| 10 | 3.7 |